{
  "formula": "C3H8NO",
  "method": "ωB97M-V/def2-TZVPD",
  "total_charge": -1,
  "homo_ev": -2.24,
  "fmax_ev_per_a": 2.28,
  "homo_lumo_gap_ev": 6.5,
  "smiles": "NCCC[O-]",
  "elements": ["C", "C", "C", "O", "N", "H", "H", "H", "H", "H", "H", "H", "H"],
  "coordinates": [[-0.339, 0.851, -0.020], [0.134, -0.561, 0.314], [0.866, -1.184, -1.036], [1.426, -2.367, -0.967], [-1.243, 1.476, 0.977], [0.527, 1.497, -0.167], [-0.832, 0.754, -0.989], [-0.602, -1.282, 0.682], [0.932, -0.543, 1.071], [-0.008, -1.079, -1.750], [1.442, -0.272, -1.294], [-1.633, 0.726, 1.537], [-0.670, 1.985, 1.642]],
  "forces_ev_per_angstrom": [[-0.272, -0.972, 0.311], [1.762, -0.454, -0.594], [-1.945, 0.643, 0.995], [0.298, 0.148, 0.142], [0.137, 0.100, 0.063], [-0.012, 0.039, 0.006], [-0.259, 0.372, -0.019], [-0.457, 0.268, -0.200], [-0.123, 0.084, 0.050], [0.014, -0.312, -0.235], [1.014, 0.048, -0.373], [-0.156, -0.027, -0.112], [0.000, 0.062, -0.034]]
}



{
  "formula": "C5H10NO",
  "method": "ωB97M-V/def2-TZVPD",
  "total_charge": -1,
  "homo_ev": -2.46,
  "fmax_ev_per_a": 2.28,
  "homo_lumo_gap_ev": 6.1,
  "smiles": "C=CCCNC[O-]",
  "elements": ["C", "C", "C", "C", "N", "C", "O", "H", "H", "H", "H", "H", "H", "H", "H", "H", "H"],
  "coordinates": [[-0.304, 0.576, 0.067], [1.057, 0.310, 0.803], [2.127, 0.465, -0.236], [3.414, 0.117, -0.317], [-1.464, 0.125, 0.821], [-2.591, -0.411, -0.092], [-2.196, -1.235, -1.067], [-0.233, -0.163, -0.763], [-0.466, 1.570, -0.364], [0.930, -0.736, 1.096], [1.130, 0.966, 1.666], [1.870, 1.296, -0.877], [3.927, 0.533, -1.180], [3.898, -0.701, 0.189], [-1.141, -0.567, 1.477], [-3.282, -0.816, 0.685], [-2.996, 0.530, -0.522]],
  "forces_ev_per_angstrom": [[0.103, -2.152, -0.355], [-1.680, -0.416, -1.165], [0.800, 1.660, 1.335], [-0.752, -0.479, -1.009], [-0.005, 1.206, 0.286], [1.304, -0.251, -0.553], [-0.266, 0.007, 0.743], [-0.100, 0.686, -0.304], [0.331, 0.124, 0.287], [0.401, 0.062, 0.435], [0.526, 0.018, 0.180], [-0.147, 0.008, -0.592], [0.330, -0.118, 0.204], [0.023, -0.002, 0.475], [-0.218, -0.550, -0.046], [-0.232, -0.010, -0.229], [-0.418, 0.206, 0.309]]
}



{
  "formula": "C6H7NS",
  "method": "ωB97M-V/def2-TZVPD",
  "total_charge": 0,
  "homo_ev": -8.30,
  "fmax_ev_per_a": 1.93,
  "homo_lumo_gap_ev": 9.2,
  "smiles": "C1=C[C@H]2N[C@@H]1[C@@H]1S[C@@H]12",
  "elements": ["C", "C", "C", "C", "C", "C", "H", "H", "H", "H", "H", "H", "H", "N", "S"],
  "coordinates": [[0.598, 1.090, 0.360], [1.825, 0.692, -0.456], [1.877, -0.624, -0.481], [0.655, -1.100, 0.319], [-0.541, -0.780, -0.589], [-0.568, 0.734, -0.568], [1.376, -0.072, 1.837], [0.672, 2.099, 0.799], [2.465, 1.472, -0.921], [2.628, -1.223, -1.007], [0.649, -2.075, 0.751], [-0.702, -1.390, -1.508], [-0.761, 1.282, -1.506], [0.525, -0.049, 1.319], [-2.067, 0.011, 0.051]],
  "forces_ev_per_angstrom": [[0.382, -0.296, 0.311], [0.605, 1.791, -0.406], [0.680, -0.830, -0.524], [-0.443, 0.366, -0.204], [-0.632, 0.328, -0.951], [-0.350, -0.017, -1.349], [0.625, 0.238, 0.664], [-0.432, -0.537, -0.067], [-0.381, -0.984, 0.198], [-0.512, 0.091, 0.226], [0.200, -0.696, 0.151], [0.319, 0.794, 0.737], [0.634, -0.198, 0.574], [-0.785, 0.620, -0.024], [0.089, -0.670, 0.664]]
}



{
  "formula": "C4H5NO",
  "method": "ωB97M-V/def2-TZVPD",
  "total_charge": 0,
  "homo_ev": -9.24,
  "fmax_ev_per_a": 0.41,
  "homo_lumo_gap_ev": 10.3,
  "smiles": "Cc1cocn1",
  "elements": ["C", "C", "C", "O", "C", "N", "H", "H", "H", "H", "H"],
  "coordinates": [[-1.643, -0.360, -0.028], [-0.186, -0.099, 0.129], [0.469, 1.030, 0.476], [1.798, 0.855, 0.199], [1.866, -0.390, -0.300], [0.741, -1.017, -0.353], [-1.989, -1.221, 0.551], [-1.808, -0.585, -1.088], [-2.234, 0.521, 0.233], [0.168, 1.990, 0.869], [2.818, -0.723, -0.686]],
  "forces_ev_per_angstrom": [[-0.074, 0.005, 0.012], [-0.127, 0.182, -0.168], [-0.184, 0.015, -0.008], [0.057, -0.003, 0.069], [-0.072, -0.238, -0.174], [0.317, 0.235, -0.126], [0.094, 0.125, -0.017], [-0.138, 0.004, 0.173], [0.053, -0.148, 0.031], [0.083, -0.191, -0.063], [-0.010, 0.014, 0.270]]
}



{
  "formula": "C19H26BrN6O8",
  "method": "ωB97M-V/def2-TZVPD",
  "total_charge": -1,
  "homo_ev": -4.10,
  "fmax_ev_per_a": 2.50,
  "homo_lumo_gap_ev": 5.6,
  "elements": ["O", "O", "O", "O", "Br", "N", "N", "O", "O", "O", "O", "C", "C", "C", "C", "C", "C", "C", "C", "C", "N", "N", "N", "N", "C", "C", "C", "C", "C", "C", "C", "C", "C", "C", "H", "H", "H", "H", "H", "H", "H", "H", "H", "H", "H", "H", "H", "H", "H", "H", "H", "H", "H", "H", "H", "H", "H", "H", "H", "H"],
  "coordinates": [[2.590, -7.256, -0.741], [5.747, -3.714, 4.419], [1.517, -2.700, 0.302], [6.460, -3.513, 2.329], [0.241, 1.623, -3.295], [-0.705, 0.225, 1.376], [-2.387, 1.892, 1.356], [-2.594, 5.951, -3.636], [-4.293, 4.600, -1.548], [-4.068, 5.806, 1.325], [-2.909, 7.652, -0.179], [2.721, -6.198, -1.342], [5.584, -3.789, 3.180], [1.636, -3.680, 1.036], [-0.953, 2.120, -1.889], [-1.912, 3.096, -1.960], [-1.697, 0.909, 1.948], [-0.387, 0.567, 0.151], [-2.049, 2.183, 0.106], [-1.040, 1.539, -0.557], [0.644, -0.106, -0.395], [0.843, -3.765, 2.111], [-2.587, 3.144, -0.739], [2.718, -5.008, -0.751], [2.874, -6.197, -2.844], [0.749, -4.862, 3.074], [-3.814, 6.469, -3.082], [4.195, -4.240, 2.701], [-3.663, 4.076, -0.364], [-4.049, 6.013, -1.636], [-3.103, 5.279, 0.401], [-2.878, 6.307, -0.698], [4.085, -4.425, 1.180], [2.666, -4.784, 0.700], [-2.497, 6.214, -4.568], [-4.086, 6.777, 1.218], [-2.077, 7.851, 0.291], [-2.121, 3.715, -2.826], [-1.961, 0.651, 2.969], [0.892, -0.975, 0.089], [0.663, -0.111, -1.404], [0.254, -2.958, 2.259], [2.805, -4.184, -1.322], [2.894, -7.226, -3.198], [2.031, -5.670, -3.285], [3.805, -5.700, -3.107], [0.587, -5.808, 2.555], [1.663, -4.924, 3.667], [-0.089, -4.683, 3.749], [-3.785, 7.563, -3.109], [-4.662, 6.141, -3.693], [3.937, -5.187, 3.182], [3.472, -3.487, 3.020], [-4.393, 3.547, 0.258], [-4.938, 6.532, -1.261], [-2.175, 5.027, 0.925], [-1.926, 6.109, -1.204], [4.389, -3.501, 0.683], [4.769, -5.221, 0.878], [2.369, -5.707, 1.194]],
  "forces_ev_per_angstrom": [[0.014, -0.069, 0.256], [-0.710, -0.243, 0.173], [0.439, -0.072, -0.386], [-0.552, -0.209, -0.634], [-0.535, 0.306, 0.452], [-0.866, 0.082, 1.724], [-0.849, 0.182, 1.309], [-0.112, -0.008, 0.163], [0.757, 0.105, 0.582], [0.161, -0.307, -0.442], [0.104, -0.285, -0.274], [-0.217, -1.312, -0.100], [1.354, 0.437, 0.609], [0.239, 0.109, -0.782], [-0.242, 0.034, 0.504], [0.657, -0.591, -0.079], [-0.115, 0.772, -1.227], [1.799, -1.617, -0.642], [-0.206, 0.311, -0.145], [-0.033, 1.069, -1.992], [0.021, -0.377, -0.162], [-0.300, -0.621, 0.777], [-0.515, 0.171, 0.063], [-0.466, 1.205, 0.712], [0.098, 0.079, 0.067], [0.354, 0.131, -0.170], [-0.048, -0.233, -0.332], [-0.279, -0.144, -0.855], [0.090, 0.109, -0.201], [0.305, 0.338, -0.509], [-0.267, 0.592, 0.666], [0.492, 0.050, 0.195], [-0.173, 0.418, 0.627], [0.162, -0.122, 0.192], [-0.276, -0.072, 0.640], [0.181, -0.505, -0.044], [-0.452, -0.317, -0.426], [-0.284, 0.072, 0.495], [-0.033, 0.070, -0.124], [0.152, 0.174, -0.350], [0.334, -0.130, 0.149], [0.112, 0.024, -0.126], [0.026, 0.105, 0.093], [-0.022, 0.113, 0.076], [0.004, 0.103, -0.204], [0.009, 0.100, -0.204], [-0.013, 0.010, 0.103], [-0.096, -0.103, 0.013], [0.061, 0.064, -0.179], [-0.079, -0.009, 0.231], [-0.025, -0.019, 0.083], [0.041, 0.048, 0.224], [-0.021, 0.058, 0.220], [0.149, -0.003, -0.199], [0.024, 0.140, -0.100], [-0.177, -0.135, 0.027], [-0.159, 0.074, -0.038], [0.147, -0.062, -0.023], [-0.100, 0.068, -0.167], [-0.062, -0.157, -0.305]]
}



{
  "formula": "C6H8O2",
  "method": "ωB97M-V/def2-TZVPD",
  "total_charge": 0,
  "homo_ev": -9.85,
  "fmax_ev_per_a": 3.32,
  "homo_lumo_gap_ev": 9.8,
  "smiles": "C=C/C=C(/C)C(=O)O",
  "elements": ["C", "C", "C", "C", "C", "C", "H", "H", "H", "H", "H", "H", "H", "H", "O", "O"],
  "coordinates": [[-1.950, 1.221, 0.135], [-0.794, 0.295, -0.193], [0.436, 0.808, -0.235], [1.856, 0.212, -0.264], [2.292, -0.787, 0.494], [-1.224, -1.155, -0.085], [-2.401, 0.990, 1.125], [-1.452, 2.189, 0.286], [-2.656, 1.204, -0.684], [0.621, 1.927, -0.335], [2.454, 0.845, -0.987], [3.312, -1.340, 0.471], [1.760, -1.414, 1.224], [0.443, -1.497, -0.668], [-0.287, -2.069, -0.437], [-2.409, -1.429, 0.154]],
  "forces_ev_per_angstrom": [[1.144, 0.474, 0.382], [-0.732, 0.014, 1.832], [2.409, 0.677, -0.314], [-1.331, 0.859, -0.770], [2.147, -2.286, 0.382], [-2.419, -0.378, -0.656], [0.083, -0.255, -0.937], [-0.701, 0.138, -0.410], [-0.476, 0.255, 0.185], [-1.023, -1.315, 0.338], [-0.138, -1.328, 0.998], [-1.265, 1.862, -0.541], [-0.766, 0.983, -0.408], [1.113, -0.272, -0.304], [-1.348, 0.364, 0.528], [3.304, 0.206, -0.307]]
}